17
Properties=species:S:1:pos:R:3:forces:R:3 method="wB97M-V/def2-TZVPD" total_charge=-1 total_energy_ha=-686.5463 de_lowest_kj_mol=310.7 homo_ha=-0.092 homo_lumo_gap_ha=0.2302 smiles=CN[C@@H](CO)C[S-]
C -2.0200 -1.7831 -0.6379 -0.386 2.036 -5.318
N -0.7603 -1.3737 -1.3312 0.469 0.207 0.418
C 0.1167 -0.5692 -0.4440 1.823 0.190 0.572
C -0.6439 0.3978 0.4924 -2.211 0.651 -1.782
S -0.1085 1.4125 1.8497 1.628 0.420 0.496
C 1.3145 0.2414 -1.2950 -1.024 -0.962 2.934
O 2.4537 0.3312 -0.3911 -0.803 -0.608 -1.209
H -2.2959 -2.7646 -0.9725 -0.552 -0.341 -0.331
H -2.7704 -0.9463 -0.8395 0.420 -1.563 0.775
H -1.6848 -1.8087 0.2807 0.497 -0.444 5.115
H -0.9777 -0.7154 -2.0304 -0.668 0.580 -1.388
H 0.5639 -1.3421 0.2364 0.489 0.657 -0.605
H -1.1483 1.0955 -0.2758 0.141 -0.800 0.899
H -1.4247 -0.1610 1.0275 0.055 -0.003 -0.869
H 1.9474 0.2915 0.4215 0.485 0.501 1.171
H 1.0518 1.2767 -1.4994 -0.688 -0.003 -0.221
H 1.5635 -0.2809 -2.1900 0.324 -0.519 -0.657